Computed, not measured: C62H95N8O2RbS5Si2Te as an isolated structure in a non-equilibrium geometry, with ωB97M-V/def2-TZVPD.

Last column: Mulliken charge in e.
Element x y z (Å)
Rb 0.19686 0.21694 0.31631  1.42
C 0.34911 4.58740 -3.89129  -0.70
C -0.73245 5.04948 -2.91072  -1.15
C -1.28810 3.90068 -2.13032  0.18
C -2.36931 3.13616 -2.42909  0.99
C -3.35504 3.33858 -3.53822  -1.32
C -4.54857 4.19436 -3.10617  -1.36
C -2.41368 2.07633 -1.41250  -0.08
C -3.38390 1.07574 -1.32518  0.05
C -3.48449 0.05861 -0.35873  -0.37
C -4.65755 -0.79851 -0.19322  0.70
C -5.88545 -0.79060 -1.04999  -1.17
C -5.71192 -1.58153 -2.34829  -0.54
C -4.41456 -1.56221 0.90558  0.70
C -3.10118 -1.14717 1.40505  0.17
C -2.58785 -1.53378 2.64508  -0.61
C -1.52627 -0.97812 3.37676  0.10
N -0.67214 -0.03740 2.92342  -0.07
C 0.05398 0.38876 3.97586  0.46
C 0.98303 1.44753 3.92983  -0.84
C 1.18656 2.36690 2.89711  -0.17
N 0.45804 2.41231 1.76093  -0.67
C 0.89663 3.45386 1.03534  0.77
C 0.37926 3.85796 -0.20851  -0.19
C -0.69617 3.31534 -0.92016  -0.34
N -1.38777 2.22047 -0.55485  -0.34
C 1.98218 4.13878 1.74365  0.55
C 2.16236 3.46288 2.90705  -0.01
C 3.22118 3.71120 3.93670  -1.06
C 4.56605 3.12402 3.50080  -0.72
C 2.69075 5.37329 1.28396  -0.07
C 1.87595 6.64337 1.54212  -1.41
C -0.32504 -0.34747 5.18094  0.54
C -1.30869 -1.20971 4.80066  0.65
C -2.10465 -2.13031 5.67350  -1.21
C -3.39701 -1.48363 6.17843  -1.30
C 0.20000 -0.14234 6.57095  -1.06
C 1.26082 -1.16365 6.98476  -0.59
N -2.56771 -0.21061 0.58628  0.50
C -5.34732 -2.52898 1.56656  -0.72
C -6.19599 -1.86781 2.65509  -1.25
H 0.81406 5.43054 -4.40790  0.41
H -0.07608 3.91367 -4.63790  0.25
H 1.12579 4.02783 -3.36907  -0.10
H -1.53476 5.55622 -3.45737  0.42
H -0.30952 5.79316 -2.22885  0.33
H -3.72217 2.36912 -3.89080  0.27
H -2.86022 3.80655 -4.39506  0.54
H -5.06596 3.72500 -2.26859  0.24
H -5.26293 4.33246 -3.92218  0.43
H -4.20986 5.17655 -2.77242  0.31
H -4.19378 1.12657 -2.04892  0.13
H -6.15683 0.24214 -1.29141  0.45
H -6.72851 -1.20177 -0.48538  0.42
H -4.86119 -1.20308 -2.91646  -0.11
H -6.60711 -1.52271 -2.97343  0.47
H -5.50384 -2.63116 -2.13337  -0.02
H -3.16292 -2.29484 3.16672  -0.02
H 1.56648 1.61072 4.83235  -0.05
H 0.84773 4.73408 -0.64757  0.14
H 2.92327 3.27077 4.89237  0.36
H 3.33242 4.78620 4.11640  0.45
H 4.45214 2.06265 3.27678  -0.21
H 5.33515 3.24223 4.26890  0.43
H 4.91571 3.59992 2.58398  0.50
H 2.91304 5.29459 0.21751  -0.64
H 3.65871 5.45592 1.78625  0.49
H 0.91655 6.59397 1.02517  0.27
H 2.40788 7.53559 1.20213  0.40
H 1.66671 6.75120 2.60825  0.35
H -1.49964 -2.44861 6.52867  0.45
H -2.35159 -3.04243 5.12004  0.25
H -3.17306 -0.59111 6.76551  0.31
H -3.97668 -2.17050 6.80064  0.43
H -4.01647 -1.17203 5.33699  0.14
H -0.63029 -0.18197 7.28488  0.38
H 0.62133 0.86239 6.65771  0.41
H 0.87037 -2.18064 6.91922  0.17
H 1.60200 -0.99203 8.00919  0.46
H 2.12495 -1.10498 6.32410  -0.19
H -4.78056 -3.35642 2.00418  -0.38
H -6.00526 -2.97817 0.81555  0.55
H -5.55529 -1.42628 3.41893  0.05
H -6.86591 -2.58503 3.13608  0.45
H -6.79772 -1.06256 2.22987  0.31
C 2.23059 -1.86148 -3.66490  -0.30
C 1.44085 -0.77069 -4.38930  -1.36
S 0.40959 0.29572 -3.33959  0.42
C -1.20519 0.15392 -4.13777  0.26
C -1.85801 -1.22281 -4.20206  -1.60
S -1.95471 -2.06601 -2.59804  0.78
C -1.28954 -3.68240 -3.05854  0.55
C 0.14346 -3.71127 -3.58052  -1.58
S 1.35050 -2.91094 -2.48559  0.40
H 3.02797 -1.40089 -3.07827  -0.28
H 2.71440 -2.49393 -4.41430  0.50
H 0.79622 -1.20146 -5.15734  0.50
H 2.17176 -0.13501 -4.89283  0.68
H -1.15162 0.56855 -5.14941  0.75
H -1.82669 0.82490 -3.54264  -1.21
H -1.31634 -1.87009 -4.89187  0.45
H -2.86793 -1.10573 -4.60699  0.65
H -1.94833 -4.16873 -3.78543  0.60
H -1.35308 -4.24953 -2.12922  -1.36
H 0.20908 -3.21870 -4.55009  0.46
H 0.43470 -4.75354 -3.73819  0.67
C 5.95004 -2.87366 1.33746  -1.48
N 4.81956 -2.00600 1.13283  0.87
C 4.31732 -1.96536 -0.22695  -0.97
C 4.26140 -1.20354 2.09878  -0.19
N 3.14956 -0.61156 1.88590  0.37
N 5.02131 -1.13545 3.29240  0.25
C 4.29393 -0.71934 4.47082  -0.20
C 6.30297 -0.45733 3.17075  -0.91
H 5.72945 -3.86222 0.92166  0.34
H 6.16222 -2.98452 2.39740  0.50
H 6.84636 -2.49732 0.82800  0.31
H 4.16275 -2.98681 -0.58888  0.35
H 5.01154 -1.45069 -0.89542  0.63
H 3.37434 -1.42939 -0.24813  -0.23
H 2.86928 0.00057 2.64701  -0.62
H 3.30694 -1.17454 4.47447  -0.41
H 4.16843 0.37122 4.53807  0.16
H 4.83563 -1.05352 5.35953  0.45
H 6.77924 -0.70030 2.22556  0.33
H 6.96380 -0.77061 3.98362  0.32
H 6.19005 0.63249 3.21898  0.18
C -3.96117 -4.88749 -0.78142  -0.29
Si -3.06419 -6.19823 0.20915  -0.19
C -3.47267 -7.89295 -0.50439  -1.15
C -3.61060 -6.16982 2.00275  -0.63
C -1.21564 -5.90498 0.12452  -1.14
Te -0.75939 -3.90990 0.79306  0.00
C 1.34651 -4.30653 0.99925  -0.05
Si 1.74455 -4.78651 2.76464  0.33
C 3.58046 -5.15865 2.91742  -0.76
C 0.80475 -6.33926 3.27081  -1.09
C 1.27272 -3.37225 3.87636  0.82
H -5.04293 -4.97311 -0.65805  0.51
H -3.73529 -4.98188 -1.84603  0.36
H -3.68122 -3.87472 -0.47889  -0.39
H -4.53990 -8.10243 -0.40673  0.29
H -2.92747 -8.68173 0.01666  0.31
H -3.21682 -7.95037 -1.56341  0.30
H -4.69761 -6.21986 2.08795  0.36
H -3.27278 -5.25683 2.49555  -0.08
H -3.18747 -7.01745 2.54679  0.36
H -0.83002 -6.02174 -0.89077  0.60
H -0.67661 -6.59149 0.77877  0.63
H 1.86392 -3.38497 0.72377  -0.52
H 1.59589 -5.05690 0.24831  0.68
H 3.88651 -5.93264 2.21004  0.32
H 3.83359 -5.49974 3.92386  0.34
H 4.16374 -4.26173 2.71272  -0.06
H 1.15475 -7.22413 2.73452  0.29
H -0.26641 -6.22508 3.09581  0.10
H 0.94717 -6.51771 4.33950  0.36
H 1.61067 -3.52632 4.90321  0.47
H 0.19027 -3.23485 3.89667  -0.48
H 1.69702 -2.43749 3.50202  -0.70
O 8.59720 2.59688 -1.69101  -0.70
S 7.68754 2.58976 -2.81203  1.19
O 8.29102 2.61078 -4.12415  -0.71
N 6.59315 1.39684 -2.68321  -0.55
C 5.36564 1.85827 -2.53648  -0.29
S 3.96708 0.94998 -2.39908  0.00
C 5.28859 3.36351 -2.51257  0.13
C 4.16915 4.16738 -2.37508  0.38
C 4.34346 5.54438 -2.41457  -0.45
C 5.60993 6.10482 -2.57336  -0.63
C 6.73239 5.29522 -2.69879  -0.71
C 6.53532 3.92967 -2.66692  -0.03
H 3.19737 3.70944 -2.23735  0.07
H 3.48262 6.19421 -2.31594  0.49
H 5.71950 7.18259 -2.59648  0.38
H 7.72243 5.71454 -2.82017  0.38

Results
Net charge = -2
Orbital gap = 4.736 eV
Relative energy (zero: lowest compared OMol25 entry of this formula, charge and spin) = 0.0 kJ/mol
DFT total energy = -159737.4742 eV